109
Properties=species:S:1:pos:R:3:lowdin_charge:R:1 method="wB97M-V/def2-TZVPD" homo_energy_ev=0.154 charge=-2 total_energy_ev=-129038.719
Pd -0.1417 0.4522 0.2979 0.212
C -0.1664 0.9885 4.2076 -0.253
Si -0.2395 -0.0322 2.5573 0.522
C -1.5946 -1.3322 2.9177 -0.302
C -2.3764 -1.4177 4.0715 -0.113
C -3.4532 -2.2910 4.1516 -0.119
C -3.7690 -3.0989 3.0687 -0.111
C -2.9956 -3.0379 1.9160 -0.101
C -1.9198 -2.1574 1.8355 -0.391
P -0.8727 -2.0763 0.3050 1.050
C -0.8361 -3.9333 0.1037 -0.342
C -0.0404 -4.5658 1.0712 -0.124
C 0.2252 -5.9203 1.0240 -0.106
C -0.2923 -6.6975 -0.0080 -0.127
C -1.0849 -6.0927 -0.9705 -0.109
C -1.3521 -4.7298 -0.9186 -0.092
C -2.1689 -1.6077 -0.9054 -0.361
C -2.0404 -1.9931 -2.2391 -0.142
C -3.0621 -1.7433 -3.1428 -0.128
C -4.1995 -1.0598 -2.7378 -0.107
C -4.2856 -0.5822 -1.4383 -0.085
C -3.2763 -0.8515 -0.5259 -0.096
C 1.3833 -1.0492 2.8827 -0.297
C 1.5079 -1.8775 4.0026 -0.115
C 2.6858 -2.5460 4.2956 -0.111
C 3.7905 -2.3796 3.4682 -0.110
C 3.6894 -1.5747 2.3465 -0.117
C 2.4926 -0.9146 2.0396 -0.380
P 2.3449 -0.0126 0.4302 1.013
C 4.1026 0.5747 0.3117 -0.361
C 4.4464 1.5940 1.2144 -0.123
C 5.6424 2.2792 1.1195 -0.111
C 6.5367 1.9854 0.0938 -0.126
C 6.2092 0.9931 -0.8188 -0.112
C 5.0106 0.3006 -0.7155 -0.090
C 2.4332 -1.4433 -0.7200 -0.365
C 2.5225 -1.1451 -2.0771 -0.129
C 2.6962 -2.1462 -3.0177 -0.095
C 2.7029 -3.4766 -2.6225 -0.099
C 2.5442 -3.7903 -1.2807 -0.092
C 2.4336 -2.7818 -0.3341 -0.107
H -0.0647 0.3260 5.0734 0.001
H -1.0616 1.6025 4.3491 0.011
H 0.7013 1.6545 4.2007 0.005
H -2.1392 -0.7911 4.9260 0.081
H -4.0539 -2.3380 5.0548 0.085
H -4.6191 -3.7710 3.1183 0.085
H -3.2418 -3.6734 1.0733 0.104
H 0.3584 -3.9623 1.8832 0.100
H 0.8385 -6.3800 1.7913 0.094
H -0.0828 -7.7599 -0.0564 0.084
H -1.5131 -6.6920 -1.7674 0.090
H -2.0017 -4.2949 -1.6652 0.082
H -1.1208 -2.4682 -2.5614 0.103
H -2.9754 -2.0800 -4.1711 0.090
H -5.0032 -0.8783 -3.4427 0.089
H -5.1482 -0.0023 -1.1325 0.096
H -3.3351 -0.4565 0.4798 0.100
H 0.6465 -2.0101 4.6525 0.092
H 2.7471 -3.1969 5.1623 0.087
H 4.7204 -2.8937 3.6875 0.088
H 4.5458 -1.4669 1.6911 0.101
H 3.7460 1.8348 2.0100 0.097
H 5.8826 3.0536 1.8396 0.091
H 7.4708 2.5273 0.0059 0.084
H 6.8957 0.7520 -1.6234 0.092
H 4.7836 -0.4753 -1.4343 0.090
H 2.4401 -0.1112 -2.3876 0.101
H 2.8293 -1.8870 -4.0586 0.066
H 2.8252 -4.2633 -3.3591 0.090
H 2.5008 -4.8260 -0.9616 0.095
H 2.3405 -3.0504 0.7079 0.087
N 0.6144 3.0225 -0.6245 0.066
C -0.2773 2.7681 0.3621 -1.108
N 0.1733 3.1660 1.6330 0.003
S -1.9580 2.7751 0.0713 0.442
H 1.5922 2.9214 -0.3976 0.073
H 0.3564 2.8128 -1.5991 0.038
H 1.0798 2.7891 1.8753 0.050
H -0.5129 2.9706 2.3424 0.026
Cl 4.0983 0.3566 -5.4536 0.729
C 3.4358 1.9239 -5.0881 -0.558
C 4.2084 2.7216 -4.2559 -0.128
C 3.8444 4.0266 -3.9959 -0.096
C 2.7177 4.5431 -4.6157 -0.121
C 1.9481 3.7303 -5.4140 -0.586
Cl 0.5261 4.4216 -6.1364 0.708
C 2.2204 2.3662 -5.6351 -0.281
N 1.3210 1.6309 -6.3986 0.077
C 1.0368 0.2209 -6.3074 -0.213
C 1.6874 -0.6127 -7.2105 -0.095
C 1.4344 -1.9725 -7.2483 -0.110
C 0.5023 -2.5090 -6.3746 -0.098
C -0.1814 -1.6811 -5.5050 -0.033
C 0.0356 -0.3005 -5.4570 -0.126
C -0.8565 0.5219 -4.5771 -0.036
C -0.2487 1.0991 -3.2345 -0.629
O 0.0864 2.2998 -3.3291 -0.053
O -0.2379 0.3506 -2.2387 -0.061
H 5.0966 2.2925 -3.8101 0.092
H 4.4293 4.6350 -3.3198 0.099
H 2.4114 5.5668 -4.4538 0.100
H 0.4622 2.1518 -6.5081 0.058
H 2.4158 -0.1735 -7.8791 0.096
H 1.9602 -2.6073 -7.9512 0.091
H 0.3094 -3.5755 -6.3648 0.097
H -0.9174 -2.1061 -4.8329 0.085
H -1.7062 -0.0821 -4.2693 0.081
H -1.2204 1.3985 -5.1177 0.111